No. 1
2 unconnected molecules or ions with the total composition C5H10O, computed with ωB97M-V/def2-TZVPD.

Values from the calculation:
**Energy above the lowest of the compared OMol25 structures with the same formula, charge and spin**: 501.3 kJ/mol
**E_LUMO**: 0.984 eV
**DFT total energy**: -7389.56991 eV

Geometry as ORCA input:
```
! wB97M-V def2-TZVPD RIJCOSX def2/J DEFGRID3
* xyz 0 1
C -2.113 1.093 -0.022
C 0.024 -0.709 1.325
C -0.091 -1.692 0.209
O 1.309 -1.655 0.651
C 1.301 -0.177 0.744
C 1.548 0.574 -0.545
H -2.883 1.833 0.210
H -2.530 0.328 -0.682
H -1.276 1.588 -0.522
H -1.768 0.629 0.908
H -0.194 -1.442 -0.851
H -0.559 -2.645 0.462
H 2.017 0.126 1.513
H 2.566 0.386 -0.903
H 1.467 1.645 -0.328
H 0.842 0.339 -1.345
*
```

Atomic partial charges in e from the natural (NBO) method, atoms 1 to 5: -0.85, 0.01, -0.18, -0.41, -0.01

***

No. 2
A single C5H10O molecule, computed with ωB97M-V/def2-TZVPD.

Values from the calculation:
**Energy above the lowest of the compared OMol25 structures with the same formula, charge and spin**: 141.6 kJ/mol
**E_LUMO**: 1.215 eV
**DFT total energy**: -7393.29817 eV
**SMILES**: CCOC1CC1

Geometry as ORCA input:
```
! wB97M-V def2-TZVPD RIJCOSX def2/J DEFGRID3
* xyz 0 1
C 2.599 0.154 -0.206
C 1.235 0.084 0.461
O 0.239 0.258 -0.534
C -0.923 -0.460 -0.274
C -1.947 0.086 0.682
C -2.196 0.086 -0.810
H 3.396 0.003 0.530
H 2.748 1.125 -0.691
H 2.677 -0.629 -0.970
H 1.112 -0.887 0.959
H 1.128 0.861 1.235
H -0.782 -1.544 -0.288
H -2.500 -0.613 1.304
H -1.731 1.047 1.142
H -2.916 -0.614 -1.222
H -2.139 1.043 -1.319
*
```

Atomic partial charges in e from the natural (NBO) method, atoms 1 to 5: -0.62, -0.06, -0.53, 0.09, -0.46

***

No. 3
A single C5H10O molecule, computed with ωB97M-V/def2-TZVPD.

Values from the calculation:
**Energy above the lowest of the compared OMol25 structures with the same formula, charge and spin**: 175.8 kJ/mol
**E_LUMO**: 0.948 eV
**DFT total energy**: -7392.94306 eV
**SMILES**: CC[C@H]1C[C@H]1O

Geometry as ORCA input:
```
! wB97M-V def2-TZVPD RIJCOSX def2/J DEFGRID3
* xyz 0 1
C -1.869 0.547 0.182
C -0.951 -0.574 -0.264
C 0.334 -0.471 0.477
C 1.661 -0.975 -0.065
C 1.417 0.488 0.152
O 1.264 1.139 -1.086
H -1.374 1.508 -0.002
H -2.058 0.480 1.261
H -2.822 0.533 -0.347
H -1.397 -1.560 -0.073
H -0.726 -0.523 -1.332
H 0.270 -0.658 1.555
H 1.803 -1.758 0.649
H 1.804 -1.220 -1.115
H 1.887 1.106 0.915
H 0.758 1.941 -0.907
*
```

Atomic partial charges in e from the natural (NBO) method, atoms 1 to 5: -0.60, -0.41, -0.23, -0.48, 0.08

***

No. 4
2 unconnected molecules or ions with the total composition C5H10O, computed with ωB97M-V/def2-TZVPD.

Values from the calculation:
**Energy above the lowest of the compared OMol25 structures with the same formula, charge and spin**: 149.0 kJ/mol
**E_LUMO**: 1.073 eV
**DFT total energy**: -7393.22073 eV
**SMILES**: C1CC1.CC=O

Geometry as ORCA input:
```
! wB97M-V def2-TZVPD RIJCOSX def2/J DEFGRID3
* xyz 0 1
C -0.649 -0.254 1.245
C 0.711 -0.860 1.461
C -0.514 -1.545 1.996
H -1.066 -0.289 0.242
H -0.898 0.641 1.810
H 1.215 -1.312 0.609
H 1.379 -0.380 2.171
H -0.844 -2.452 1.499
H -0.676 -1.536 3.070
C 0.741 1.286 -1.699
C -0.536 0.934 -2.407
O -1.265 0.017 -2.109
H 1.573 1.197 -2.406
H 0.711 2.332 -1.374
H 0.905 0.634 -0.839
H -0.787 1.587 -3.270
*
```

Atomic partial charges in e from the natural (NBO) method, atoms 1 to 5: -0.44, -0.43, -0.42, 0.24, 0.21

***

No. 5
2 unconnected molecules or ions with the total composition C5H10O, computed with ωB97M-V/def2-TZVPD.

Values from the calculation:
**Energy above the lowest of the compared OMol25 structures with the same formula, charge and spin**: 279.4 kJ/mol
**E_LUMO**: 0.982 eV
**DFT total energy**: -7391.86937 eV
**SMILES**: C=CC.C=CO

Geometry as ORCA input:
```
! wB97M-V def2-TZVPD RIJCOSX def2/J DEFGRID3
* xyz 0 1
C -1.763 -1.122 -0.015
C -1.434 -0.007 0.655
C -1.154 1.324 0.028
H -1.617 -2.151 0.261
H -2.031 -0.823 -1.029
H -1.563 0.028 1.740
H -0.413 1.173 -0.759
H -1.954 1.758 -0.602
H -0.904 2.043 0.800
C 1.803 -0.933 -0.712
C 1.797 -0.311 0.466
O 2.132 1.044 0.547
H 1.823 -2.017 -0.741
H 1.675 -0.500 -1.698
H 1.698 -0.816 1.414
H 1.903 1.310 -0.354
*
```

Atomic partial charges in e from the natural (NBO) method, atoms 1 to 5: -0.41, -0.16, -0.67, 0.21, 0.18

***

No. 6
A single C5H10O molecule, computed with ωB97M-V/def2-TZVPD.

Values from the calculation:
**Energy above the lowest of the compared OMol25 structures with the same formula, charge and spin**: 247.4 kJ/mol
**E_LUMO**: 1.154 eV
**DFT total energy**: -7392.20142 eV
**SMILES**: C[C@H]1CCOC1

Geometry as ORCA input:
```
! wB97M-V def2-TZVPD RIJCOSX def2/J DEFGRID3
* xyz 0 1
C 1.897 0.272 -0.051
C 0.405 0.505 0.134
C -0.403 0.015 -1.050
C -1.799 -0.023 -0.558
O -1.365 -1.097 0.604
C -0.273 -0.395 1.232
H 2.290 0.890 -0.868
H 2.458 0.514 0.857
H 2.088 -0.779 -0.303
H 0.228 1.562 0.390
H -0.106 0.158 -2.089
H -0.461 -1.089 -0.756
H -2.516 -0.401 -1.306
H -2.224 0.767 0.053
H -0.691 0.191 2.055
H 0.472 -1.090 1.656
*
```

Atomic partial charges in e from the natural (NBO) method, atoms 1 to 5: -0.60, -0.24, -0.51, -0.07, -0.58

***

No. 7
A molecular structure, C5H10O, computed with ωB97M-V/def2-TZVPD.

Values from the calculation:
**Energy above the lowest of the compared OMol25 structures with the same formula, charge and spin**: 467.5 kJ/mol
**E_LUMO**: 1.003 eV
**DFT total energy**: -7389.92037 eV

Geometry as ORCA input:
```
! wB97M-V def2-TZVPD RIJCOSX def2/J DEFGRID3
* xyz 0 1
C -0.861 0.348 1.561
C -0.649 0.135 0.084
C -0.209 1.262 -0.746
C 0.847 0.261 -1.150
C 0.919 -1.017 0.196
O 0.377 -0.384 -2.274
H -1.790 0.914 1.702
H -0.947 -0.596 2.113
H -0.043 0.930 1.998
H -1.367 -0.518 -0.407
H -0.867 1.530 -1.571
H 0.174 2.130 -0.209
H 1.553 -1.655 -0.429
H 0.244 -1.743 0.693
H 1.562 -0.569 0.955
H 1.058 -1.028 -2.515
*
```

Atomic partial charges in e from the natural (NBO) method, atoms 1 to 5: -0.63, -0.09, -0.54, 0.20, -0.64

***

No. 8
2 unconnected molecules or ions with the total composition C5H10O, computed with ωB97M-V/def2-TZVPD.

Values from the calculation:
**Energy above the lowest of the compared OMol25 structures with the same formula, charge and spin**: 219.5 kJ/mol
**E_LUMO**: 1.010 eV
**DFT total energy**: -7392.49044 eV
**SMILES**: CC1(C=O)CC1.[H][H]

Geometry as ORCA input:
```
! wB97M-V def2-TZVPD RIJCOSX def2/J DEFGRID3
* xyz 0 1
C -1.542 -1.002 0.354
C -0.302 -0.184 0.055
C -0.610 0.769 -1.062
O -0.006 0.940 -2.095
C 1.054 -0.800 0.208
C 0.594 0.230 1.201
H -1.353 -1.715 1.160
H -2.380 -0.360 0.653
H -1.839 -1.563 -0.540
H -1.564 1.308 -0.928
H 1.821 -0.515 -0.506
H 1.093 -1.840 0.522
H 0.303 -0.099 2.198
H 1.053 1.214 1.174
H 2.084 1.996 -0.922
H 1.635 1.726 -1.451
*
```

Atomic partial charges in e from the natural (NBO) method, atoms 1 to 5: -0.59, -0.19, 0.47, -0.52, -0.41

***

No. 9
A single C5H10O molecule, computed with ωB97M-V/def2-TZVPD.

Values from the calculation:
**Energy above the lowest of the compared OMol25 structures with the same formula, charge and spin**: 214.7 kJ/mol
**E_LUMO**: 0.825 eV
**DFT total energy**: -7392.53971 eV
**SMILES**: C/C=C(\O)CC

Geometry as ORCA input:
```
! wB97M-V def2-TZVPD RIJCOSX def2/J DEFGRID3
* xyz 0 1
C -2.192 -0.846 -1.022
C -0.695 -0.849 -0.728
C 0.004 0.150 -0.144
O -0.549 1.387 -0.361
C 1.425 0.117 0.306
C 1.674 0.829 1.635
H -2.417 -1.540 -1.836
H -2.752 -1.188 -0.138
H -2.618 0.128 -1.296
H -0.146 -1.745 -0.957
H -0.715 0.828 -1.227
H 2.010 0.622 -0.474
H 1.742 -0.928 0.342
H 1.179 0.316 2.465
H 2.748 0.859 1.843
H 1.302 1.858 1.592
*
```

Atomic partial charges in e from the natural (NBO) method, atoms 1 to 5: -0.65, -0.37, 0.32, -0.71, -0.45

***

No. 10
2 unconnected molecules or ions with the total composition C5H10O, computed with ωB97M-V/def2-TZVPD.

Values from the calculation:
**Energy above the lowest of the compared OMol25 structures with the same formula, charge and spin**: 527.1 kJ/mol
**E_LUMO**: 0.871 eV
**DFT total energy**: -7389.30223 eV

Geometry as ORCA input:
```
! wB97M-V def2-TZVPD RIJCOSX def2/J DEFGRID3
* xyz 0 1
C -0.931 0.394 -1.402
C -0.418 -0.224 -0.226
C 1.410 -1.244 -0.664
C 0.113 0.641 0.887
C -0.998 1.007 1.850
O -2.076 0.466 1.882
H 0.291 -0.371 -1.296
H -0.690 1.431 -1.610
H -1.658 -0.122 -2.015
H -0.882 -1.156 0.084
H 1.417 -1.928 0.189
H 1.433 -1.832 -1.591
H 2.274 -0.571 -0.622
H 0.894 0.140 1.473
H 0.560 1.559 0.486
H -0.740 1.809 2.574
*
```

Atomic partial charges in e from the natural (NBO) method, atoms 1 to 5: -0.73, -0.11, -0.90, -0.54, 0.45